C11H14Si | ωB97M-V/def2-TZVPD

Output
lowest unoccupied orbital energy	0.63	eV
spin multiplicity	1
ΔE to the lowest compared entry with this formula, charge and spin	0.825	eV
E_HOMO	-8.8	eV
structure (SMILES)	C[Si](C)(C)C#Cc1ccccc1
net charge	0
frontier orbital gap	9.4394	eV

Atoms and positions in Å:
C (-0.44752, 2.98138, 2.08458)
Si (-0.62526, 1.11969, 1.99611)
C (0.68568, 0.43052, 3.15692)
C (-2.30720, 0.69526, 2.72062)
C (-0.29206, 0.40080, 0.38185)
C (-0.01719, -0.23783, -0.62188)
C (0.38498, -0.91281, -1.79946)
C (-0.41094, -1.92752, -2.35051)
C (-0.00576, -2.53240, -3.52405)
C (1.18746, -2.23205, -4.09615)
C (2.00311, -1.24408, -3.55774)
C (1.60174, -0.61742, -2.38582)
H (-0.87922, 3.40755, 1.18135)
H (-0.99643, 3.45682, 2.87555)
H (0.61115, 3.28419, 2.14550)
H (0.44551, -0.57055, 3.51238)
H (0.77271, 1.08112, 4.00110)
H (1.64027, 0.44710, 2.63025)
H (-2.43000, -0.37196, 2.88572)
H (-2.55352, 1.19101, 3.65745)
H (-3.03873, 1.01989, 1.97067)
H (-1.33096, -2.15671, -1.84259)
H (-0.65612, -3.26518, -3.95312)
H (1.45152, -2.65486, -5.03617)
H (2.95903, -0.96957, -3.97563)
H (2.24776, 0.17761, -2.05692)

Forces on the atoms, in the same order (eV/Å):
C 0.4430 0.0161 -1.0653
Si 0.1260 0.3209 2.3118
C -0.1670 -0.1820 -0.8110
C -0.1782 -0.0314 -0.8585
C 0.0148 -0.9243 -1.6053
C -0.3224 1.1395 1.4723
C -0.1882 -0.7800 -0.0615
C 0.4245 0.8359 0.2389
C -1.1604 -0.4950 0.9114
C 1.0786 1.0169 -0.6904
C -0.3602 -0.3467 0.7368
C 0.6756 0.3937 -1.0957
H 0.1476 0.2000 -0.2893
H -0.1849 -0.0841 0.7126
H -0.3882 -0.0666 -0.0805
H 0.1587 -0.0898 -0.1047
H 0.0291 0.4438 0.6936
H 0.1209 -0.2340 0.1102
H -0.0280 -0.1681 -0.1316
H 0.2868 0.2168 0.0140
H -0.2071 -0.1593 0.2027
H -0.2532 -0.2077 -0.1239
H -0.1836 -0.3766 -0.3114
H 0.2293 -0.5199 -0.5146
H -0.0065 -0.0788 -0.2726
H -0.1069 0.1605 0.6120

***

C11H15ClOSi | ωB97M-V/def2-TZVPD

Output
lowest unoccupied orbital energy	0.05	eV
spin multiplicity	1
E_HOMO	-8.1	eV
structure (SMILES)	CC(Cl)=C=C1C=CC=CC1.C[Si](C)=O
net charge	0
frontier orbital gap	8.1485	eV

Atoms and positions in Å:
C (-1.86225, 0.43843, -3.77320)
C (-0.74517, 1.35341, -3.27612)
Cl (-0.21114, 2.45991, -4.53245)
C (-0.08711, 1.36200, -2.14637)
C (0.50999, 1.28627, -0.95875)
C (-0.04881, 2.09839, 0.14245)
C (0.22855, 1.77734, 1.43542)
C (1.20842, 0.78096, 1.73865)
C (2.06055, 0.24015, 0.83058)
C (1.84138, 0.64081, -0.60709)
H (-1.62116, -0.48245, -3.40371)
H (-2.04105, 0.68082, -4.77291)
H (-2.77625, 0.55356, -3.22128)
H (-0.67127, 2.95026, 0.04883)
H (-0.31135, 2.14119, 2.30158)
H (1.23193, 0.33640, 2.76235)
H (2.98651, -0.23441, 1.03045)
H (2.67654, 1.09041, -1.11626)
H (1.93367, -0.31081, -1.18954)
C (-1.37927, -0.77925, 2.45824)
Si (-0.59625, -1.87352, 1.06460)
C (0.72108, -3.05966, 1.76513)
O (-1.12602, -1.86310, -0.33170)
H (-0.57132, -0.16903, 2.80998)
H (-2.07543, -0.19437, 1.90632)
H (-1.91263, -1.30120, 3.24480)
H (1.13904, -2.54928, 2.59574)
H (0.16901, -3.87275, 2.17002)
H (1.32980, -3.50048, 1.02425)

Forces on the atoms, in the same order (eV/Å):
C 0.3208 2.5023 2.1320
C 0.0514 -0.0017 0.2040
Cl 0.1173 0.4036 -0.0608
C 0.2568 -0.7957 0.4957
C -0.2227 1.6367 -0.2699
C 0.5236 -0.6219 1.9872
C -0.4134 -0.2126 -1.2274
C 1.5629 -2.5628 0.9103
C -1.6111 2.5256 -0.7008
C -0.2280 -2.4096 -1.3482
H 0.9419 -3.0802 -0.3231
H -0.1303 -0.5996 -1.6220
H -0.6448 0.9403 0.3131
H -0.8321 0.3998 -0.9121
H 0.0119 0.6454 -0.3264
H 0.3973 0.9629 -0.6336
H 0.3286 -0.9322 0.5222
H 0.5142 1.1611 0.3464
H -0.5826 0.1846 0.3603
C 0.5747 -1.4475 -1.2177
Si 0.6096 -0.0549 2.8699
C -2.0313 1.0987 -0.6684
O -0.4726 0.0579 -1.7353
H -0.1105 0.1836 0.6077
H -0.6250 0.7574 -0.3131
H 0.1853 -0.2126 0.1528
H 1.0908 0.3295 0.5612
H -0.7586 -0.8519 0.5436
H 1.1761 -0.0065 -0.6477

***

C11H15N | ωB97M-V/def2-TZVPD

Output
lowest unoccupied orbital energy (alpha / beta)	3.85 / 3.76	eV
spin multiplicity	2
expectation value of S²	0.77
ΔE to the lowest compared entry with this formula, charge and spin	1.955	eV
E_HOMO (alpha / beta)	0.6 / -3.1	eV
net charge	-1
frontier orbital gap (alpha / beta)	3.2977 / 6.8439	eV

Atoms and positions in Å:
C (1.57276, 2.56183, 0.65150)
C (2.42981, 2.41097, -0.64578)
H (0.95420, 3.44389, 0.79722)
H (1.05770, 1.61960, 0.66859)
H (2.13764, 2.70031, 1.55825)
H (2.88860, 1.48132, -0.85048)
H (3.32442, 3.00480, -0.42766)
H (1.83084, 2.89479, -1.49418)
C (-2.85497, -0.38749, 1.61013)
C (-0.99304, -0.77148, 0.01984)
C (-1.37086, -0.48187, 1.41661)
C (0.46464, -0.81024, 0.04296)
C (-0.23627, -0.36762, 2.15967)
C (-0.86886, -0.71644, -2.38995)
C (0.54113, -0.62367, -2.31427)
C (-1.62223, -0.76546, -1.24547)
C (1.26107, -0.84685, -1.08757)
N (0.87364, -0.81483, 1.34852)
H (-1.20492, -0.40614, -3.36221)
H (1.03196, -0.70960, -3.27455)
H (-2.68339, -0.49731, -1.17996)
H (2.28052, -0.52167, -1.23370)
H (-3.17169, 0.50494, 2.25980)
H (-3.37462, -1.16325, 2.23532)
H (0.07795, -0.09372, 3.16099)
H (1.75243, -1.14876, 1.67550)
H (-3.37480, -0.22763, 0.66428)

Forces on the atoms, in the same order (eV/Å):
C 0.5976 -0.8911 -0.5074
C -0.5603 3.7689 0.6000
H -0.5878 -0.0298 -1.1897
H -1.0046 -0.0224 0.7737
H 0.9385 -0.7485 0.3507
H -0.6034 -1.3646 -0.2168
H 0.0258 0.6080 -0.6363
H 1.1992 -1.1403 0.8286
C -1.0018 1.7375 2.6729
C 3.0953 0.5237 1.9409
C -1.2568 -0.5804 -3.0734
C -0.5979 -1.0014 0.1341
C 1.9819 -1.3594 0.9248
C 2.3709 1.2754 -0.0871
C -1.3911 -1.5134 -0.3688
C -2.1818 0.3082 0.9842
C -0.3521 0.6026 -1.6599
N -1.6328 1.5436 0.0386
H -0.9229 -0.4011 -0.2951
H 0.4378 0.3296 -0.0348
H 0.1541 -0.3310 -0.7480
H 0.4061 -0.4103 1.0652
H 0.6343 -0.5856 -0.8815
H 0.7464 -0.1038 -0.9476
H -0.8585 -0.1441 0.0647
H 0.2823 0.2648 0.1218
H 0.0819 -0.3349 0.1461

***

C11H15N | ωB97M-V/def2-TZVPD

Output
lowest unoccupied orbital energy	0.91	eV
spin multiplicity	1
ΔE to the lowest compared entry with this formula, charge and spin	0.694	eV
E_HOMO	-7.9	eV
structure (SMILES)	Cc1c[nH]c2ccccc12.CC
net charge	0
frontier orbital gap	8.7680	eV

Atoms and positions in Å:
C (-1.02813, 0.07603, -2.18853)
C (-1.36502, -0.37969, -0.81370)
C (-1.58519, -1.65487, -0.41410)
N (-1.68727, -1.69034, 0.96558)
C (-1.51622, -0.43535, 1.45553)
C (-1.60084, 0.03212, 2.76197)
C (-1.29984, 1.34951, 3.01409)
C (-1.12067, 2.25318, 1.94798)
C (-1.15513, 1.79833, 0.64611)
C (-1.25065, 0.42751, 0.36995)
H (0.01659, 0.15786, -2.47367)
H (-1.28105, 1.13121, -2.34867)
H (-1.51110, -0.50245, -2.96054)
H (-1.39118, -2.56571, -0.95573)
H (-1.88704, -2.50714, 1.51352)
H (-1.84366, -0.62194, 3.58875)
H (-1.14485, 1.78637, 3.99345)
H (-1.01280, 3.31953, 2.04919)
H (-1.27298, 2.44429, -0.21532)
C (3.81265, -0.88793, -1.19685)
C (2.45467, -0.17079, -1.31688)
H (3.58484, -1.95424, -1.35175)
H (4.52463, -0.68757, -1.99901)
H (4.25956, -0.79659, -0.20737)
H (2.08833, 0.08503, -2.30817)
H (2.51076, 0.76428, -0.74861)
H (1.70160, -0.77062, -0.80722)

Forces on the atoms, in the same order (eV/Å):
C -0.0596 1.1078 -0.6100
C 1.0605 0.4424 -0.4754
C 0.5633 -0.2051 0.4512
N -0.1699 -0.5573 -0.1744
C 0.1417 0.5192 0.1037
C 0.3243 -0.1119 0.7718
C 0.3754 1.0442 -0.4365
C -0.0633 -0.3791 -0.9854
C -0.3698 -0.4232 -0.6856
C -1.0497 -0.2580 0.7707
H 0.4209 -0.7033 0.4992
H -0.6803 -0.1401 0.1482
H -0.2714 -0.2032 -0.1924
H -0.5434 -0.0726 -0.1860
H 0.0232 0.0302 -0.0346
H 0.0820 -0.1717 -0.0106
H -0.4630 -0.4882 0.2473
H 0.0316 0.1364 0.5998
H 0.5406 0.4431 0.1605
C -0.8359 -1.1940 -0.9206
C 0.5173 0.5884 1.0884
H 0.3017 0.0737 0.2380
H 0.0624 0.5362 0.2658
H 0.0226 0.2018 -0.1551
H 0.3767 -0.2928 -0.1723
H -0.1723 0.0583 -0.1987
H -0.1657 0.0189 -0.1069

***

C11H15N | ωB97M-V/def2-TZVPD

Output
lowest unoccupied orbital energy	0.94	eV
spin multiplicity	1
ΔE to the lowest compared entry with this formula, charge and spin	0.359	eV
E_HOMO	-7.9	eV
structure (SMILES)	Cc1c[nH]c2ccccc12.CC
net charge	0
frontier orbital gap	8.7901	eV

Atoms and positions in Å:
C (-0.43573, 3.49160, 0.05790)
C (-0.11884, 2.39226, 1.02080)
C (-0.70301, 2.18283, 2.22095)
N (-0.28079, 0.97731, 2.74767)
C (0.58598, 0.39399, 1.85917)
C (1.28595, -0.81098, 1.93230)
C (2.03394, -1.22313, 0.84591)
C (2.13163, -0.38020, -0.26563)
C (1.50007, 0.85279, -0.33693)
C (0.72680, 1.25492, 0.75782)
H (-1.12867, 3.11280, -0.69906)
H (0.42200, 3.83352, -0.53545)
H (-0.89335, 4.34249, 0.55377)
H (-1.31544, 2.83444, 2.82509)
H (-0.39533, 0.57630, 3.66160)
H (1.27997, -1.39358, 2.84181)
H (2.55704, -2.16283, 0.93686)
H (2.66895, -0.64144, -1.16569)
H (1.78344, 1.55324, -1.11066)
C (-1.73361, -3.32801, -2.01182)
C (-1.23686, -1.98834, -2.51791)
H (-2.35970, -3.22832, -1.12943)
H (-2.33043, -3.84964, -2.76519)
H (-0.91024, -3.98238, -1.74909)
H (-0.30886, -2.08648, -3.07844)
H (-0.94101, -1.30243, -1.71553)
H (-1.88388, -1.42072, -3.18081)

Forces on the atoms, in the same order (eV/Å):
C 0.1017 -0.1902 -0.4677
C 0.1404 0.2839 -0.6374
C 0.1667 0.0625 0.9491
N 0.4919 -0.6342 -0.0535
C 0.4022 -0.1252 -0.2982
C -0.0567 -0.0177 0.2150
C -0.3084 0.4721 0.4315
C -0.1379 0.3737 -0.9470
C 0.5824 -0.1146 0.9658
C -0.6204 0.0096 -0.1627
H -0.1805 0.0842 0.0838
H 0.0514 -0.0138 0.4417
H -0.0194 0.1050 0.0002
H -0.1857 -0.0312 -0.2154
H -0.3854 0.4649 0.0690
H -0.1565 -0.1923 0.0563
H 0.1251 -0.0336 -0.3240
H 0.3832 -0.4030 0.1886
H -0.4179 -0.1202 -0.3203
C -0.4450 -0.0514 -0.2403
C 0.9793 0.7255 0.0654
H -0.1024 0.0710 0.0900
H 0.0894 0.0291 0.0158
H 0.1870 -0.0595 0.0834
H 0.0853 -0.2946 -0.2066
H -0.2650 -0.1821 0.1293
H -0.5047 -0.2178 0.0881

***

C11H15N | ωB97M-V/def2-TZVPD

Output
lowest unoccupied orbital energy	0.93	eV
spin multiplicity	1
ΔE to the lowest compared entry with this formula, charge and spin	1.948	eV
E_HOMO	-7.8	eV
structure (SMILES)	Cc1c[nH]c2ccccc12.CC
net charge	0
frontier orbital gap	8.7451	eV

Atoms and positions in Å:
C (-3.23664, -2.03544, 0.54354)
C (-2.34984, -1.11511, -0.18229)
C (-2.53311, -0.66110, -1.53652)
N (-1.67287, 0.43879, -1.80858)
C (-1.02002, 0.82106, -0.60826)
C (-0.11066, 1.90650, -0.51846)
C (0.41479, 2.13871, 0.72349)
C (-0.13083, 1.30438, 1.71788)
C (-0.99286, 0.24487, 1.55013)
C (-1.46441, -0.13613, 0.34338)
H (-4.16010, -2.30376, 0.03930)
H (-3.49226, -1.69081, 1.51541)
H (-2.70026, -2.98726, 0.75685)
H (-3.21007, -1.09361, -2.24627)
H (-1.53874, 0.90160, -2.68024)
H (0.07440, 2.49699, -1.32214)
H (1.17628, 2.88658, 0.85114)
H (-0.10906, 1.63018, 2.74503)
H (-1.36007, -0.30659, 2.41434)
C (3.22353, 0.28692, 0.07782)
C (3.89036, -0.82188, -0.70158)
H (2.09991, -0.03208, 0.26304)
H (3.66495, 0.45146, 1.02598)
H (3.08863, 1.18187, -0.40949)
H (4.35842, -1.61734, 0.10177)
H (4.79438, -0.50317, -1.29982)
H (3.29615, -1.38564, -1.35546)

Forces on the atoms, in the same order (eV/Å):
C 0.8244 -1.9618 0.1262
C -0.8261 2.8389 -3.7442
C 1.8416 0.1147 2.3763
N -0.9052 -1.2570 1.7264
C -1.0670 -1.0011 -3.3777
C -1.3130 -2.6438 2.1581
C -0.9949 -1.0318 -0.2948
C 0.0134 0.7868 1.6582
C 0.1796 -0.4727 2.5207
C 1.2117 1.3983 -1.3090
H 0.0362 0.1624 -0.3038
H -0.3044 0.6850 0.8590
H -0.3354 0.3089 -0.2134
H 0.0086 0.1418 -0.4410
H -0.1625 -0.0051 -0.4213
H 0.6607 1.4948 -2.4257
H -0.0939 0.2544 0.5139
H 0.9305 -0.0611 0.3463
H 0.2490 0.3233 0.2636
C -3.2582 -2.8473 0.4463
C 3.7437 -1.1228 2.1975
H 2.1653 0.4790 0.0052
H 0.4960 0.2011 0.8902
H 0.1459 2.1198 -1.3962
H -1.2009 1.7625 -2.0041
H -0.8877 -0.0853 0.6571
H -1.1574 -0.5818 -0.8136